(one)
Density functional theory data (ωB97M-V with the def2-TZVPD basis set) for a 2-piece molecular cluster, C5H15NOS overall.

```
23
C5H15NOS | the OMol25 dataset | ωB97M-V with the def2-TZVPD basis set
C 0.86 2.37 -1.20
S 2.08 1.13 -1.12
C 2.12 0.55 0.62
C 1.32 -0.76 0.71
C -0.14 -0.80 0.15
C -0.78 -2.15 0.33
N -1.00 0.17 0.85
H 1.32 3.29 -1.61
H -0.06 2.29 -1.74
H 0.30 2.60 -0.23
H 1.55 1.24 1.28
H 3.23 0.39 0.84
H 1.83 -1.40 0.07
H 1.37 -1.02 1.75
H -0.17 -0.63 -0.99
H -0.76 -2.67 -0.60
H -0.17 -2.67 1.04
H -1.86 -2.15 0.68
H -0.95 1.15 0.55
H -0.99 0.09 1.85
O -3.37 -0.52 -1.20
H -2.80 0.18 -1.61
H -2.94 -0.68 -0.41
```

Summary:
Molecular weight = 137.25 g/mol
2S+1 = 1
Frontier orbital gap = 9.3 eV
HOMO energy = -8.594 eV

***

(two)
Density functional theory data (ωB97M-V with the def2-TZVPD basis set) for a 3-piece molecular cluster, C5H15NOS overall.

```
23
C5H15NOS | the OMol25 dataset | ωB97M-V with the def2-TZVPD basis set
C 0.71 1.39 -1.10
C 1.76 0.28 -1.01
S 2.53 0.24 0.60
C -0.25 1.17 0.04
N -0.87 -0.14 0.08
C -0.96 -0.80 1.36
C -2.11 -0.04 -0.68
H 0.08 1.20 -1.96
H 1.11 2.40 -1.03
H 1.34 -0.66 -1.36
H 2.57 0.52 -1.77
H 0.92 1.34 1.75
H -0.99 1.97 0.11
H 0.46 1.22 0.97
H -1.67 -1.64 1.35
H 0.03 -1.03 1.76
H -1.31 -0.12 2.16
H -1.91 0.29 -1.69
H -2.64 -0.98 -0.58
H -2.82 0.67 -0.22
H 1.85 -1.94 0.75
H 0.80 -2.57 -0.15
O 1.36 -2.77 0.61
```

Summary:
Molecular weight = 137.25 g/mol
2S+1 = 1
Frontier orbital gap = 7.0 eV
HOMO energy = -8.526 eV

***

Name the most stable of them. (one).

***

(one)
Density functional theory data (ωB97M-V with the def2-TZVPD basis set) for C2H3FSi as an isolated structure.

```
7
C2H3FSi | the OMol25 dataset | ωB97M-V with the def2-TZVPD basis set
C -0.44 0.30 2.17
C -0.45 0.14 0.92
F 1.34 0.66 -0.65
Si 0.18 -0.25 -1.34
H -0.31 0.56 3.18
H 0.68 -0.21 -2.73
H -1.00 -1.21 -1.54
```

Summary:
Molecular weight = 74.13 g/mol
2S+1 = 1
Frontier orbital gap = 7.4 eV
HOMO energy = -9.200 eV

***

(two)
Density functional theory data (ωB97M-V with the def2-TZVPD basis set) for a 2-piece molecular cluster, C2H3FSi overall.

```
7
C2H3FSi | the OMol25 dataset | ωB97M-V with the def2-TZVPD basis set
C 1.26 -1.34 -0.16
C 1.51 -1.40 1.01
F 1.67 -1.34 2.31
Si -2.23 1.58 -1.20
H 1.38 -1.43 -1.16
H -1.67 0.96 0.11
H -1.92 2.98 -0.90
```

Summary:
Molecular weight = 74.13 g/mol
2S+1 = 1
Frontier orbital gap = 7.7 eV
HOMO energy = -8.746 eV

***

Name the most stable of them. (one).

***

(one)
Density functional theory data (ωB97M-V with the def2-TZVPD basis set) for one molecule with the formula C4H3N.

```
8
C4H3N | the OMol25 dataset | ωB97M-V with the def2-TZVPD basis set
C -1.87 0.73 -0.37
C -0.77 0.26 -0.29
C 0.64 -0.15 -0.27
C 1.11 -0.80 0.96
N 1.58 -1.27 1.90
H -2.81 1.24 -0.43
H 1.22 0.78 -0.37
H 0.90 -0.78 -1.12
```

Summary:
Molecular weight = 65.07 g/mol
2S+1 = 1
Frontier orbital gap = 11.5 eV
HOMO energy = -10.791 eV

***

(two)
Density functional theory data (ωB97M-V with the def2-TZVPD basis set) for one molecule with the formula C4H3N.

```
8
C4H3N | the OMol25 dataset | ωB97M-V with the def2-TZVPD basis set
C -1.09 -0.67 0.88
C -0.59 0.32 -0.22
C -1.04 0.52 1.37
C 0.71 0.33 -0.46
N 1.89 0.56 -0.51
H -1.27 -1.72 0.80
H -1.26 0.64 -1.01
H 2.66 0.02 -0.85
```

Summary:
Molecular weight = 65.07 g/mol
2S+1 = 1
Frontier orbital gap = 9.3 eV
HOMO energy = -8.747 eV

***

Name the most stable of them. (one).